C4H15N2O2 | ωB97M-V/def2-TZVPD

Atoms and positions in Å:
N (-1.08, 0.44, 0.67)
C (-0.63, -0.95, 0.54)
C (0.77, -1.24, 1.19)
N (1.62, -0.08, 0.98)
C (2.42, 0.13, -0.18)
C (1.85, 1.22, -1.15)
O (0.40, 1.38, -1.27)
H (-2.03, 0.58, 0.96)
H (-0.36, -0.99, -0.51)
H (-0.68, 1.08, -0.06)
H (-1.44, -1.70, 0.65)
H (0.79, -1.49, -1.43)
H (0.77, -1.39, 2.28)
H (1.21, -2.12, 0.70)
H (2.11, -0.03, 1.79)
H (3.34, 0.65, 0.19)
H (2.83, -0.74, -0.68)
H (2.28, 1.07, -2.14)
H (2.22, 2.18, -0.75)
H (0.82, 0.28, -1.25)
H (-5.88, 0.50, -0.97)
H (-5.96, 0.76, 0.57)
O (-5.38, 0.47, -0.11)

Values from the calculation:
HOMO-LUMO gap (spin up / spin down) in eV: 8.98 / 6.70
HOMO (spin up / spin down) in eV: -8.026 / -7.981
Electronic energy in eV: -11459.28889
2S+1: 2
<S²>: 0.756
Energy above the lowest of the compared OMol25 structures with the same formula, charge and spin in kJ/mol: 494.0